ORCA calculation (the ωB97M-V functional and the def2-TZVPD basis) on C20H25N3O3S in the gas phase.

CARTESIAN COORDINATES (ANGSTROEM)
C  -1.39763  -0.68182  -0.88363
C  2.36389  0.93293  -1.77120
C  0.91243  2.53235  -0.69944
O  -5.07137  -1.13006  -0.87965
C  -5.98512  0.47209  1.06457
O  1.45075  0.54555  -2.47730
C  -1.23249  0.22116  0.16054
C  1.57689  -2.39591  0.38510
C  2.03621  -3.38407  1.23684
H  4.40146  1.09235  -2.43366
C  3.17334  2.38236  0.09649
C  2.72419  1.84622  1.45744
C  3.74653  0.33356  -1.99962
H  -0.54198  -1.00472  -1.45711
H  3.61503  -0.47775  -2.71632
C  -5.21874  -2.03204  -1.94353
O  -4.62685  0.78376  1.26528
H  4.17802  2.04119  -0.14404
H  -2.74974  -1.82870  -2.03909
C  -2.65997  -1.13116  -1.22191
C  1.31808  2.34886  1.77718
H  3.42461  2.16864  2.22896
H  0.75988  0.12436  0.06010
C  -3.79872  -0.69616  -0.55632
C  0.33175  2.03987  0.64131
H  3.79172  -4.16983  2.20412
H  3.17818  3.47858  0.11638
N  2.36672  -1.48416  -0.16440
H  -6.28958  -2.21957  -2.01797
H  -0.60562  2.57167  0.83054
S  4.72014  -0.33739  -0.61284
H  0.99926  3.62331  -0.70200
C  3.39292  -3.41855  1.53833
H  2.72439  0.75591  1.43208
H  -6.52306  1.05902  1.80985
H  -2.29103  1.35057  1.65595
H  -4.70110  -2.97798  -1.74985
C  3.65716  -1.53813  0.11046
H  1.35226  -4.10311  1.65767
C  -3.64504  0.22838  0.49136
H  -4.86096  -1.60914  -2.88847
H  0.52897  -2.31497  0.13227
H  0.95675  1.88362  2.69460
H  1.34635  3.43044  1.92958
C  4.22738  -2.48060  0.96658
H  -6.32372  0.75583  0.06573
H  5.28853  -2.46047  1.15679
H  -6.18654  -0.58935  1.22376
H  0.26678  2.21635  -1.52121
N  2.22889  1.96376  -0.91252
N  0.03846  0.62321  0.57081
C  -2.36864  0.65976  0.83135

Forces on the atoms, in the same order (eV/Å):
0.1218 0.0963 0.0662
0.2766 -0.1013 -0.4045
-0.5913 -0.0336 -0.0141
0.2608 0.2917 0.3057
-0.5109 -0.0290 0.0312
-0.1863 -0.1080 -0.1604
-0.3512 -0.1890 -0.1077
-0.1477 -0.3549 0.2317
0.0246 -0.0001 0.0006
0.0231 -0.0359 0.0087
0.3470 -0.0947 0.3494
0.0010 0.2666 -0.0736
0.1326 -0.4964 0.2552
0.1382 0.0081 -0.0863
-0.0742 0.2243 0.0058
-0.0251 -0.1202 -0.1388
0.4325 -0.0907 -0.1333
-0.1312 0.1507 0.0150
-0.0616 -0.0575 -0.0742
-0.2383 -0.0367 0.0567
-0.0986 -0.1159 -0.0951
0.0397 -0.0436 0.0488
-0.0266 0.0211 0.0094
-0.2220 -0.1173 -0.0902
0.1791 0.4441 0.0140
0.0246 -0.0516 0.0479
0.0321 -0.0297 -0.0252
0.0889 0.2424 -0.1844
0.0820 -0.0333 -0.0509
0.1088 -0.0370 -0.0392
0.2571 0.0992 -0.1366
0.0129 -0.0046 -0.0064
-0.0733 0.0978 -0.0580
0.0834 -0.0653 -0.0040
0.0157 -0.0465 -0.0564
0.0064 0.0558 0.1440
-0.0023 0.0393 -0.0269
0.1126 0.0384 -0.0955
-0.0805 -0.0532 0.0348
0.0754 0.1394 0.0476
0.0058 -0.0313 0.0323
-0.1423 -0.0709 0.0457
-0.0579 0.0544 0.0266
0.0110 0.0824 0.0325
-0.1033 0.0539 -0.0574
0.0098 -0.0288 0.0946
0.1196 -0.0630 0.0273
-0.0054 0.1008 -0.0140
0.0613 0.1150 0.1054
-0.2248 0.2615 0.1314
0.3899 -0.2739 0.1315
-0.1195 -0.0694 -0.1670

The charge is 0. As for the molar mass: 387.50 g/mol. The relative energy (zero: lowest compared OMol25 entry of this formula, charge and spin) comes out at 2.699 eV. Its structure (SMILES) is COc1ccc(N[C@H]2CCCN(C(=O)CSc3ccccn3)C2)cc1OC. For the strongest force on any atom, the calculation gives 0.012 Eh/bohr. For the total energy, the calculation gives -42593.5049 eV.